Entry 1:
{
  "formula": "C38H57GeN2O4P3SZr",
  "method": "ωB97M-V/def2-TZVPD",
  "homo_energy_ha": -0.2653,
  "charge": 0,
  "total_energy_ev": -148003.6647,
  "relative_energy_kcal_mol": 0.00,
  "e_lumo_ev": 0.6,
  "elements": ["Zr", "C", "P", "C", "C", "C", "P", "C", "C", "H", "H", "H", "H", "H", "H", "H", "H", "H", "H", "H", "H", "H", "H", "H", "H", "C", "C", "O", "P", "O", "C", "C", "O", "C", "C", "H", "H", "H", "H", "H", "H", "H", "H", "H", "H", "H", "H", "H", "H", "H", "O", "C", "C", "C", "C", "C", "C", "N", "H", "H", "H", "H", "H", "H", "H", "H", "H", "H", "H", "S", "C", "N", "C", "Ge", "C", "C", "C", "C", "C", "C", "C", "C", "C", "C", "C", "C", "C", "C", "C", "C", "C", "C", "H", "H", "H", "H", "H", "H", "H", "H", "H", "H", "H", "H", "H", "H", "H"],
  "positions_angstrom": [[0.046, 0.592, -0.343], [4.720, 1.000, 0.651], [3.463, -0.022, -0.219], [4.477, -0.592, -1.651], [3.588, -1.548, 0.836], [2.379, -2.476, 0.721], [0.924, -1.843, 1.630], [1.050, -2.604, 3.274], [-0.443, -2.794, 0.891], [5.636, 0.438, 0.848], [4.309, 1.360, 1.594], [4.965, 1.870, 0.040], [5.505, -0.831, -1.370], [4.483, 0.175, -2.427], [4.013, -1.487, -2.070], [3.718, -1.223, 1.872], [4.502, -2.084, 0.562], [2.611, -3.462, 1.136], [2.086, -2.636, -0.319], [1.248, -3.672, 3.177], [0.106, -2.467, 3.800], [1.850, -2.132, 3.848], [-0.329, -3.863, 1.085], [-0.467, -2.622, -0.187], [-1.379, -2.449, 1.328], [-3.636, -2.382, -5.279], [-3.596, -0.930, -4.852], [-2.271, -0.568, -4.452], [-1.913, -0.570, -2.849], [-1.828, 0.228, 0.114], [-3.221, 0.268, 0.175], [-3.805, -1.067, 0.601], [-1.441, 0.993, -2.519], [-2.286, 2.148, -2.608], [-2.375, 2.666, -4.029], [-4.629, -2.649, -5.643], [-3.391, -3.029, -4.434], [-2.914, -2.559, -6.077], [-4.296, -0.752, -4.029], [-3.864, -0.270, -5.678], [-3.629, 0.514, -0.812], [-3.536, 1.071, 0.851], [-3.581, -1.824, -0.152], [-4.889, -0.985, 0.708], [-3.392, -1.383, 1.558], [-1.824, 2.900, -1.964], [-3.277, 1.920, -2.205], [-1.372, 2.809, -4.432], [-2.884, 3.631, -4.037], [-2.922, 1.975, -4.669], [0.469, -0.793, -1.740], [-0.117, -1.081, -2.991], [0.615, -0.287, -4.085], [1.965, -0.845, -4.533], [1.858, -2.177, -5.278], [1.887, -3.406, -4.368], [1.117, -3.223, -3.059], [-0.170, -2.536, -3.160], [0.742, 0.728, -3.711], [-0.033, -0.225, -4.964], [2.641, -0.935, -3.679], [2.416, -0.100, -5.193], [2.666, -2.268, -6.007], [0.932, -2.170, -5.863], [2.924, -3.646, -4.110], [1.503, -4.273, -4.915], [1.718, -2.644, -2.359], [0.958, -4.202, -2.596], [-0.625, -2.749, -4.042], [1.188, 4.279, -3.331], [1.072, 3.117, -2.240], [0.988, 2.260, -1.435], [0.853, -0.165, 1.574], [-0.084, 0.839, 2.911], [-1.531, 0.028, 3.987], [-2.891, 0.124, 3.704], [-3.845, -0.431, 4.548], [-3.453, -1.094, 5.701], [-2.104, -1.188, 6.011], [-1.159, -0.622, 5.166], [-0.621, 2.493, 1.965], [0.432, 3.167, 1.342], [0.243, 4.391, 0.705], [-1.013, 4.969, 0.697], [-2.071, 4.328, 1.334], [-1.878, 3.108, 1.961], [1.181, 1.498, 4.263], [2.549, 1.322, 4.074], [3.468, 1.838, 4.980], [3.021, 2.537, 6.092], [1.659, 2.714, 6.298], [0.747, 2.196, 5.389], [-3.223, 0.618, 2.803], [-4.896, -0.345, 4.301], [-4.195, -1.526, 6.361], [-1.786, -1.690, 6.916], [-0.111, -0.667, 5.443], [1.431, 2.738, 1.364], [1.073, 4.871, 0.203], [-1.172, 5.918, 0.201], [-3.052, 4.787, 1.347], [-2.714, 2.647, 2.470], [2.882, 0.765, 3.205], [4.530, 1.695, 4.820], [3.733, 2.942, 6.800], [1.309, 3.255, 7.168], [-0.316, 2.336, 5.560]],
  "lowdin_charge": [1.616, -0.285, 0.861, -0.295, -0.411, -0.338, 0.658, -0.183, -0.179, 0.043, 0.012, 0.040, 0.039, 0.037, 0.019, 0.065, 0.080, 0.089, 0.055, 0.052, 0.032, 0.057, 0.057, 0.033, 0.036, -0.083, -0.325, -0.354, 1.064, -0.454, -0.373, -0.081, -0.446, -0.273, -0.061, 0.076, 0.073, 0.078, 0.100, 0.113, 0.070, 0.093, 0.068, 0.080, 0.049, 0.107, 0.103, 0.062, 0.084, 0.061, -0.394, -0.643, -0.135, -0.173, -0.197, -0.186, -0.218, -0.006, 0.093, 0.110, 0.082, 0.115, 0.105, 0.106, 0.108, 0.104, 0.076, 0.112, 0.103, 0.584, -0.979, -0.083, -0.648, 0.871, -0.249, -0.116, -0.082, -0.091, -0.083, -0.139, -0.298, -0.170, -0.089, -0.077, -0.078, -0.102, -0.277, -0.117, -0.089, -0.097, -0.089, -0.106, 0.061, 0.104, 0.101, 0.103, 0.097, 0.094, 0.106, 0.106, 0.103, 0.085, 0.058, 0.099, 0.099, 0.100, 0.105]
}

Entry 2:
{
  "formula": "C38H59I2IrN6O3",
  "method": "ωB97M-V/def2-TZVPD",
  "homo_energy_ha": [-0.3973, -0.3932],
  "charge": 1,
  "multiplicity": 2,
  "total_energy_ev": -74483.9277,
  "relative_energy_kcal_mol": 12.31,
  "e_lumo_ev": [-3.3, -5.2],
  "elements": ["Ir", "C", "N", "C", "C", "C", "N", "C", "C", "C", "C", "C", "C", "C", "O", "C", "C", "C", "C", "C", "C", "C", "C", "C", "C", "C", "C", "C", "C", "C", "O", "C", "C", "C", "C", "C", "C", "C", "C", "H", "H", "H", "H", "H", "H", "H", "H", "H", "H", "H", "H", "H", "H", "H", "H", "H", "H", "H", "H", "H", "H", "H", "H", "H", "H", "H", "H", "H", "H", "H", "H", "H", "H", "H", "H", "H", "H", "H", "H", "H", "H", "H", "H", "H", "H", "H", "H", "H", "H", "H", "H", "H", "H", "I", "I", "N", "C", "N", "C", "N", "C", "C", "N", "O", "H", "H", "H", "H", "H"],
  "positions_angstrom": [[0.841, 1.217, -1.102], [1.367, 3.153, -3.283], [1.893, 1.853, -2.773], [3.342, 2.072, -2.490], [1.747, 0.802, -3.836], [1.490, -0.564, -3.225], [0.389, -0.472, -2.225], [-0.924, -0.319, -2.929], [-2.019, 0.161, -2.026], [-3.135, -0.620, -1.788], [-4.201, -0.130, -1.039], [-4.124, 1.194, -0.616], [-3.031, 2.032, -0.849], [-1.938, 1.461, -1.515], [-0.769, 2.138, -1.715], [-3.044, 3.496, -0.410], [-4.380, 3.895, 0.222], [-1.941, 3.754, 0.620], [-2.829, 4.392, -1.639], [-5.401, -1.028, -0.744], [-6.051, -1.458, -2.067], [-6.456, -0.323, 0.109], [-4.924, -2.274, 0.017], [0.312, -1.682, -1.373], [1.352, -1.858, -0.290], [1.222, -3.035, 0.439], [2.092, -3.365, 1.464], [3.153, -2.492, 1.698], [3.339, -1.303, 1.003], [2.375, -0.961, 0.028], [2.466, 0.248, -0.585], [4.559, -0.415, 1.280], [5.469, -1.010, 2.359], [5.398, -0.298, -0.001], [4.140, 0.979, 1.769], [1.873, -4.642, 2.274], [2.977, -4.870, 3.305], [1.836, -5.852, 1.330], [0.531, -4.534, 3.013], [1.935, 3.436, -4.170], [1.493, 3.900, -2.503], [0.311, 3.055, -3.518], [3.809, 2.466, -3.392], [3.804, 1.134, -2.205], [3.433, 2.785, -1.676], [2.654, 0.775, -4.442], [0.930, 1.105, -4.488], [2.374, -0.930, -2.705], [1.217, -1.283, -4.002], [-1.183, -1.290, -3.360], [-0.782, 0.384, -3.748], [-3.173, -1.620, -2.207], [-4.964, 1.603, -0.079], [-4.575, 3.354, 1.151], [-5.220, 3.736, -0.456], [-4.349, 4.957, 0.465], [-2.053, 3.101, 1.490], [-1.989, 4.787, 0.971], [-0.962, 3.593, 0.182], [-3.608, 4.218, -2.384], [-1.857, 4.215, -2.100], [-2.875, 5.440, -1.339], [-6.362, -0.588, -2.648], [-6.932, -2.071, -1.871], [-5.366, -2.047, -2.679], [-6.881, 0.542, -0.403], [-6.049, 0.008, 1.067], [-7.272, -1.015, 0.318], [-4.178, -2.834, -0.549], [-5.765, -2.943, 0.208], [-4.488, -1.998, 0.980], [0.340, -2.548, -2.044], [-0.679, -1.660, -0.916], [0.407, -3.706, 0.187], [3.869, -2.750, 2.461], [5.861, -1.988, 2.075], [4.962, -1.101, 3.322], [6.321, -0.344, 2.504], [5.727, -1.284, -0.335], [6.285, 0.308, 0.190], [4.836, 0.168, -0.807], [3.612, 0.922, 2.725], [3.528, 1.504, 1.036], [5.026, 1.586, 1.963], [3.956, -4.976, 2.833], [2.775, -5.790, 3.855], [3.031, -4.058, 4.033], [2.766, -5.934, 0.765], [1.011, -5.790, 0.619], [1.705, -6.770, 1.905], [0.547, -3.707, 3.726], [0.330, -5.452, 3.568], [-0.298, -4.375, 2.321], [0.910, 7.036, -0.468], [0.483, 7.256, 2.135], [2.127, 2.777, 4.322], [1.671, 3.133, 3.323], [1.086, 3.574, 2.219], [1.291, 3.159, 1.063], [1.457, 2.848, -0.070], [-1.575, -0.573, 2.105], [-0.312, 0.108, 1.685], [0.692, 0.195, 2.536], [-0.287, 0.636, 0.551], [-1.453, -1.164, 3.010], [-1.925, -1.198, 1.284], [-2.334, 0.195, 2.270], [0.633, -0.210, 3.455], [1.555, 0.653, 2.276]],
  "lowdin_charge": [1.598, -0.053, -0.351, -0.050, -0.130, -0.122, -0.264, -0.090, -0.158, 0.012, -0.152, 0.048, -0.071, -0.259, -0.246, -0.523, -0.057, -0.040, -0.028, -0.556, -0.040, -0.059, -0.044, -0.100, -0.136, 0.009, -0.150, 0.040, -0.081, -0.263, -0.271, -0.518, -0.059, -0.023, -0.038, -0.556, -0.059, -0.042, -0.043, 0.108, 0.078, 0.085, 0.106, 0.067, 0.091, 0.140, 0.119, 0.131, 0.146, 0.142, 0.128, 0.121, 0.088, 0.090, 0.092, 0.092, 0.092, 0.080, 0.040, 0.096, 0.070, 0.089, 0.094, 0.090, 0.078, 0.092, 0.089, 0.091, 0.076, 0.090, 0.080, 0.149, 0.122, 0.125, 0.088, 0.093, 0.093, 0.093, 0.097, 0.094, 0.050, 0.072, 0.056, 0.099, 0.093, 0.091, 0.089, 0.094, 0.077, 0.090, 0.085, 0.090, 0.076, 0.007, 0.054, 0.136, -0.372, 0.122, -0.356, 0.016, 0.050, -0.487, 0.271, -0.108, 0.092, 0.085, 0.104, 0.139, 0.082]
}

| no. | F_max (eV Å⁻¹) |
| --- | --- |
| 1 | 0.84 |
| 2 | 0.59 |